Arrangement a

Density functional theory data (ωB97M-V with the def2-TZVPD basis set) for a 2-piece molecular cluster, C4H12N2O overall.

Structure (ORCA input):
```
! wB97M-V def2-TZVPD RIJCOSX def2/J DEFGRID3
* xyz 0 1
N 1.21199 -1.90408 -1.66044
C 0.40939 -1.11760 -0.82827
C 0.79989 0.13133 -0.47930
C -0.02667 0.78669 0.66649
C -0.15151 0.07608 2.00766
N -0.91007 0.68587 3.18630
H 0.82268 -2.53754 -2.29419
H 2.22887 -2.04298 -1.36028
H -0.47364 -1.74511 -0.55352
H 1.66750 0.69101 -0.89031
H -1.09442 0.59113 0.28880
H 0.10032 1.89797 0.89499
H 0.76445 -0.30989 2.31194
H -0.64443 -0.89025 1.57672
H -0.03533 1.11543 3.73517
H -1.43816 1.48049 2.78971
O -1.08412 1.08362 -2.64954
H -0.22902 1.51397 -2.40711
H -1.29598 0.83527 -1.77617
*
```

- HOMO (eV) = -8.4375
- HOMO-LUMO gap (eV) = 9.36
- SMILES = N/C=C/CCN.O


Arrangement b

Density functional theory data (ωB97M-V with the def2-TZVPD basis set) for one molecule with the formula C4H12N2O.

Structure (ORCA input):
```
! wB97M-V def2-TZVPD RIJCOSX def2/J DEFGRID3
* xyz 0 1
C 1.42895 0.58776 1.46337
C 0.98348 -0.54144 0.54288
O 1.84831 -0.73270 -0.60355
C -0.48529 -0.48315 0.12473
N -1.02181 -1.82174 -0.18206
C -0.70647 0.56011 -0.96850
N -2.08415 1.05189 -1.01806
H 1.59888 1.48108 0.85571
H 2.34206 0.26898 1.95204
H 0.65264 0.93501 2.14426
H 1.10281 -1.52576 1.01557
H 2.72081 -0.46524 -0.34041
H -1.09900 -0.23682 1.00780
H -1.98267 -1.66057 -0.47834
H -0.54972 -2.19416 -0.99642
H 0.01203 1.35236 -0.71123
H -0.40573 0.06802 -1.89596
H -2.17737 1.60935 -0.17542
H -2.17775 1.74704 -1.73642
*
```

- HOMO (eV) = -9.1177
- HOMO-LUMO gap (eV) = 10.00
- SMILES = C[C@H](O)[C@H](N)CN


Arrangement c

Density functional theory data (ωB97M-V with the def2-TZVPD basis set) for one molecule with the formula C4H12N2O.

Structure (ORCA input):
```
! wB97M-V def2-TZVPD RIJCOSX def2/J DEFGRID3
* xyz 0 1
C -0.98712 -2.52965 -0.60047
N 0.05361 -1.77562 0.05814
C -0.41101 -0.42444 0.49485
C 0.53780 0.63578 0.03149
N 1.93325 0.32034 0.10547
C 0.08722 2.06856 0.40626
O -0.72472 2.58343 -0.68226
H -0.79992 -3.62102 -0.57573
H -1.05543 -2.34437 -1.69158
H -1.97586 -2.31576 -0.18757
H 0.87041 -1.56080 -0.49770
H -1.48131 -0.35887 0.26432
H -0.50673 -0.38701 1.60695
H 0.25215 0.72113 -1.03745
H 2.60686 1.06171 0.07347
H 2.17249 -0.35292 0.82588
H -0.62225 2.05633 1.24812
H 0.94361 2.72694 0.55951
H -0.89305 3.49626 -0.40169
*
```

- HOMO (eV) = -8.4664
- HOMO-LUMO gap (eV) = 9.43
- SMILES = CNC[C@H](N)CO


Out of the structures above, which one is the least stable? Solution: arrangement a.